[1]
A gas-phase ion, C26H30NO5 (charge +1) in a non-equilibrium geometry, computed with ωB97M-V/def2-TZVPD.

Geometry (Å):
C1 -2.2093 4.0790 2.1136
C2 -2.0860 3.2584 0.8675
O1 -1.1070 2.1878 1.2781
C3 -1.2585 1.0645 0.5881
O2 -2.2101 0.8620 -0.1568
C4 -0.1932 -0.0469 0.8001
C5 -0.9149 -1.1962 1.2848
N1 -0.5268 -2.1334 2.2229
C6 0.5978 -1.7734 3.0864
C7 1.1598 -2.9948 3.8291
O3 0.1538 -3.8625 4.3699
C8 -0.8125 -4.3069 3.4075
C9 -1.4898 -3.1721 2.6288
C10 0.9396 0.0581 -0.6573
C11 0.3196 -0.8866 -1.5807
C12 -0.6892 -0.4831 -2.4971
C13 -1.1935 -1.3555 -3.4664
C14 -0.7842 -2.6970 -3.3841
C15 -0.0090 -3.1695 -2.3021
C16 0.5237 -2.2621 -1.3890
C17 0.2626 -4.6172 -2.5249
C18 -0.5549 -4.9470 -3.7803
O4 -1.1674 -3.6714 -4.2532
C19 1.1973 1.4219 -1.1349
C20 1.0946 1.9039 -2.4909
C21 1.2161 3.2426 -2.8004
C22 1.5845 4.1319 -1.7840
C23 1.7209 3.6984 -0.4498
C24 1.5040 2.3664 -0.1323
C25 2.1153 4.8704 0.3778
C26 2.0872 6.0405 -0.6267
O5 1.7431 5.4693 -1.9545
H1 -2.8199 4.9674 1.9436
H2 -2.7035 3.4825 2.8860
H3 -1.2189 4.3604 2.4726
H4 -3.0222 2.7831 0.5574
H5 -1.6372 3.7960 0.0255
H6 0.6384 0.2615 1.4116
H7 -1.8722 -1.4841 0.7814
H8 1.3758 -1.3650 2.4219
H9 0.2865 -0.9718 3.8009
H10 1.8192 -3.6098 3.1682
H11 1.7472 -2.6559 4.6952
H12 -0.3104 -5.0274 2.7170
H13 -1.5666 -4.8673 3.9845
H14 -2.3186 -2.7347 3.2289
H15 -1.9310 -3.5849 1.7063
H16 1.8590 -0.3567 -0.1008
H17 -1.1112 0.5258 -2.4718
H18 -1.8305 -1.0014 -4.2834
H19 1.1434 -2.6394 -0.5641
H20 -0.0651 -5.2095 -1.6644
H21 1.3315 -4.7849 -2.6925
H22 0.0755 -5.3542 -4.5795
H23 -1.3765 -5.6405 -3.5653
H24 0.8608 1.2186 -3.3261
H25 1.1138 3.6350 -3.8236
H26 1.6139 2.0491 0.9031
H27 1.4025 5.0514 1.1925
H28 3.1284 4.7548 0.7912
H29 3.0673 6.5364 -0.6987
H30 1.3071 6.7861 -0.4063

As for the charge: +1. The value obtained for the orbital gap is 6.058 eV. Its largest force on an atom is 4.20 eV/A. As for the HOMO energy: -10.567 eV.


[2]
2 unconnected molecules or ions with the total composition C3H11NO2S in a non-equilibrium geometry, computed with ωB97M-V/def2-TZVPD.

Geometry (Å):
C1 -0.2759 -1.1466 0.0247
C2 -0.5007 -0.7186 -1.4478
S1 0.0705 -1.6740 -2.9201
N1 -1.0182 -0.1245 0.7661
C3 -0.5447 0.1176 2.1374
O1 0.5541 1.0002 2.1708
H1 -0.6672 -2.1558 0.1294
H2 0.7816 -1.0937 0.2993
H3 -0.0105 0.2463 -1.5939
H4 -1.5673 -0.4889 -1.4631
H5 0.8924 -2.5139 -2.2788
H6 -0.8576 0.7542 0.2746
H7 -1.3784 0.5631 2.6840
H8 -0.2503 -0.8277 2.5867
H9 0.2730 1.9118 2.2279
H10 1.6567 1.8733 -1.9412
H11 1.3912 2.6008 -0.6460
O2 1.4514 1.6762 -1.0098

As for the charge: -1. The value obtained for the orbital gap (alpha / beta) is 2.303 / 8.825 eV. As for the spin multiplicity: 2. Its largest force on an atom is 1.50 eV/A. As for the HOMO energy (alpha / beta): 0.740 / -5.819 eV. As for the energy above the lowest of the compared OMol25 structures with the same formula, charge and spin: 18.35 kcal/mol.


[3]
A gas-phase ion, C2H3N2O2 (charge -1) in a non-equilibrium geometry, computed with ωB97M-V/def2-TZVPD.

Geometry (Å):
C1 0.6130 1.5961 0.4940
N1 0.3921 0.0879 0.0641
N2 -0.7233 -0.3295 -0.1413
C2 -0.8052 -2.0682 -0.6801
O1 -0.8804 -2.1095 -1.8750
O2 -0.8212 -2.8073 0.2960
H1 0.8993 1.4661 1.5949
H2 -0.1661 2.2386 0.4647
H3 1.4916 1.9259 -0.2174

As for the charge: -1. The value obtained for the orbital gap is 6.925 eV. Its largest force on an atom is 5.17 eV/A. As for the HOMO energy: -2.688 eV. As for the energy above the lowest of the compared OMol25 structures with the same formula, charge and spin: 9.52 kcal/mol.


[4]
6 unconnected molecules or ions with the total composition C29H28F40O7S in a non-equilibrium geometry, computed with ωB97M-V/def2-TZVPD.

Geometry (Å):
F1 -3.2192 2.9663 2.4123
C1 -3.2650 3.5821 1.1968
F2 -4.4449 4.2269 1.0465
C2 -1.9984 4.3734 0.8590
F3 -2.0465 4.5296 -0.4938
F4 -0.8826 3.6906 1.1773
C3 -1.9651 5.7189 1.5519
O1 -0.7650 6.4040 1.2877
C4 -0.0289 6.9054 2.3213
F5 -0.8098 7.7294 3.0732
F6 0.3789 5.9197 3.1533
C5 1.1065 7.7315 1.7396
F7 1.7397 8.4730 2.6856
F8 2.0061 6.9719 1.0839
H1 -3.2834 2.7622 0.4655
H2 -2.1352 5.5554 2.6207
H3 -2.7854 6.3603 1.2244
H4 0.6778 8.4621 1.0447
F9 8.1380 -2.2852 -2.9717
C6 7.7320 -2.3695 -1.6692
F10 8.6014 -3.0965 -0.9391
C7 7.3787 -1.0042 -1.0606
F11 8.5283 -0.3474 -0.7632
F12 6.7152 -1.2362 0.1201
C8 6.4955 -0.1960 -1.9792
O2 5.4590 -0.9341 -2.5545
C9 4.1609 -0.8586 -2.0488
F13 4.0017 -1.7518 -1.0715
F14 3.9646 0.3777 -1.5302
C10 3.2190 -1.0803 -3.2515
F15 1.9404 -1.1780 -2.7679
F16 3.3423 -0.0729 -4.1104
H5 6.7981 -2.9454 -1.7213
H6 7.1656 0.0760 -2.8039
H7 6.2628 0.7785 -1.5467
H8 3.4047 -2.0642 -3.6922
F17 1.1213 0.9119 0.7838
C11 0.3317 -0.0953 0.3841
F18 -0.2161 -0.7062 1.4565
C12 -0.7146 0.4254 -0.6150
F19 -1.6568 1.1869 -0.0011
F20 -1.3738 -0.6041 -1.1971
C13 0.0216 1.2134 -1.6888
O3 -0.8295 1.7317 -2.7244
C14 -0.7615 1.0439 -3.9383
F21 0.5064 1.1181 -4.3869
F22 -1.0611 -0.2420 -3.7619
C15 -1.7669 1.7125 -4.8645
F23 -1.6762 3.0512 -4.9524
F24 -1.5791 1.2567 -6.1422
H9 0.8987 -0.8670 -0.1479
H10 0.8075 0.6281 -2.1632
H11 0.5358 2.1111 -1.3484
H12 -2.7855 1.4539 -4.5595
F25 1.2392 -0.3300 3.9194
C16 2.0670 -1.3295 4.2779
F26 1.3393 -2.3767 4.7832
C17 2.9910 -1.7626 3.1560
F27 3.7029 -0.6960 2.7327
F28 2.1965 -2.1740 2.1268
C18 3.9048 -2.9288 3.5342
O4 4.6723 -2.5613 4.6745
C19 5.5423 -3.5230 5.1463
F29 4.9951 -4.7325 5.2736
F30 6.5235 -3.6350 4.2105
C20 6.2453 -3.0083 6.4291
F31 5.5457 -3.2978 7.5472
F32 7.4752 -3.5507 6.5803
H13 2.6038 -0.9945 5.1716
H14 4.5936 -3.1668 2.7220
H15 3.3059 -3.8018 3.7966
H16 6.3771 -1.9278 6.3287
F33 -4.9761 0.1713 -0.0624
C21 -6.3145 0.2495 -0.2796
F34 -6.8749 0.8107 0.8257
C22 -6.7103 0.9920 -1.5629
F35 -6.6731 2.3314 -1.4665
F36 -7.9918 0.6100 -1.8141
C23 -5.7793 0.5478 -2.6901
O5 -5.9593 1.2705 -3.8907
C24 -6.4610 0.6040 -4.9881
F37 -5.5762 -0.2445 -5.5151
F38 -7.5253 -0.1163 -4.5764
C25 -6.9471 1.6307 -6.0212
F39 -5.8599 2.2393 -6.5739
F40 -7.6962 1.0872 -6.9861
H17 -6.6135 -0.8056 -0.3229
H18 -5.7882 -0.5457 -2.7017
H19 -4.7365 0.7715 -2.4575
H20 -7.4951 2.4148 -5.4893
O6 -0.7220 -6.3179 0.7420
S1 -1.7020 -5.3163 0.3524
O7 -2.1852 -5.3704 -1.0115
C26 -3.0702 -5.2652 1.5453
C27 -2.4630 -4.4683 2.6722
C28 -1.8956 -3.1771 2.0468
C29 -1.1546 -3.6172 0.7643
H21 -3.4429 -6.2342 1.8766
H22 -3.9414 -4.7888 1.0898
H23 -3.1598 -4.2028 3.4659
H24 -1.6352 -5.0488 3.0878
H25 -1.1241 -2.7382 2.6762
H26 -2.7601 -2.5239 1.9503
H27 -0.0666 -3.6802 0.7637
H28 -1.4092 -2.9767 -0.0804

The value obtained for the orbital gap is 10.657 eV. Its largest force on an atom is 3.07 eV/A. As for the HOMO energy: -10.445 eV. As for the energy above the lowest of the compared OMol25 structures with the same formula, charge and spin: 0.00 kcal/mol.


Look up the largest force on an atom of the fourth one.
3.07 eV/A